45
Properties=species:S:1:pos:R:3 method="wB97M-V/def2-TZVPD" energy_ha=-884.33149 gap_ev=9.75 lumo_energy_ev=0.70 e_above_lowest_kcal_mol=7.9 smiles="CC[C@@H](C)[C@H](NC(=O)N1CCCCCC1)C(=O)OC" e_homo_ev=-9.0
C 1.672 3.074 -1.876
C 1.925 3.527 -0.441
C 1.109 2.797 0.636
C -0.380 3.124 0.563
C 1.361 1.274 0.633
N 0.498 0.508 -0.238
C -0.678 0.019 0.252
O -0.946 0.090 1.443
N -1.526 -0.560 -0.649
C -1.139 -0.907 -1.996
C -0.067 -2.008 -2.081
C -0.135 -3.003 -0.921
C -1.543 -3.528 -0.620
C -2.287 -2.675 0.409
C -2.658 -1.280 -0.099
C 1.234 0.694 2.051
O 1.073 1.340 3.049
O 1.547 -0.611 2.037
C 1.387 -1.283 3.277
H 0.614 3.117 -2.120
H 2.201 3.728 -2.567
H 2.036 2.061 -2.038
H 1.697 4.592 -0.366
H 2.988 3.406 -0.219
H 1.469 3.151 1.608
H -0.899 2.621 1.374
H -0.822 2.804 -0.378
H -0.529 4.196 0.666
H 2.397 1.078 0.324
H 0.606 0.658 -1.226
H -0.803 -0.012 -2.533
H -2.047 -1.248 -2.498
H -0.197 -2.536 -3.028
H 0.931 -1.565 -2.086
H 0.522 -3.841 -1.167
H 0.267 -2.532 -0.021
H -2.123 -3.596 -1.543
H -1.460 -4.539 -0.214
H -3.205 -3.183 0.711
H -1.659 -2.560 1.294
H -3.426 -1.345 -0.874
H -3.047 -0.690 0.734
H 1.716 -2.306 3.116
H 0.336 -1.253 3.572
H 1.988 -0.800 4.051